w) 142
Properties=species:S:1:pos:R:3:lowdin_charge:R:1 method="wB97M-V/def2-TZVPD" total_charge=0 homo_lumo_gap_ev=9.2
C 0.65865 -5.11390 -3.12085 -0.112
O 1.17390 -6.15012 -2.33967 -0.182
C 1.46714 -5.72893 -1.03392 -0.244
C 1.93747 -6.84277 -0.14648 -0.209
N 0.99420 -7.96936 -0.09221 -0.048
C 0.96521 -8.77263 -1.32243 -0.210
C 0.61064 -10.20077 -0.98499 -0.224
O 1.38256 -10.61714 0.13387 -0.211
C 1.19825 -11.97787 0.42587 -0.121
H 0.20353 -5.55724 -4.00465 0.095
H 1.41585 -4.37656 -3.43475 0.078
H -0.08593 -4.49988 -2.59295 0.065
H 0.56990 -5.29778 -0.55980 0.125
H 2.20163 -4.90688 -1.01042 0.130
H 1.91783 -6.40065 0.85349 0.121
H 2.95255 -7.19923 -0.36222 0.120
H 1.32269 -8.58209 0.64410 0.090
H 1.93274 -8.77291 -1.83617 0.122
H 0.15121 -8.38379 -1.93041 0.113
H 0.84579 -10.86342 -1.82536 0.122
H -0.45128 -10.28348 -0.71997 0.126
H 0.16762 -12.21200 0.72707 0.089
H 1.81199 -12.24688 1.28657 0.086
H 1.49239 -12.60436 -0.42379 0.087
C 1.81576 -1.63852 -4.08412 -0.120
O 1.70562 -0.25817 -4.34347 -0.164
C 2.02320 0.53721 -3.22655 -0.228
C 0.99048 1.60816 -3.03543 -0.196
N 1.28877 2.51585 -1.92831 -0.052
C 2.51931 3.27834 -2.11890 -0.193
C 2.55304 4.37170 -1.06868 -0.210
O 1.32783 5.08678 -1.16903 -0.220
C 1.40402 6.43688 -0.75228 -0.100
H 2.84008 -1.86070 -3.76065 0.099
H 1.67363 -2.24198 -4.98296 0.091
H 1.07356 -1.98683 -3.36363 0.051
H 3.00267 1.01212 -3.35801 0.123
H 2.10542 -0.05121 -2.30412 0.111
H -0.01999 1.19616 -2.92889 0.110
H 0.88878 2.19716 -3.96977 0.127
H 0.53258 3.17694 -1.80697 0.084
H 2.49340 3.70247 -3.13976 0.131
H 3.43781 2.69244 -2.06209 0.098
H 3.38769 5.04358 -1.29534 0.124
H 2.62785 3.91583 -0.07658 0.113
H 1.65627 6.55581 0.30932 0.089
H 0.39988 6.83267 -0.89082 0.086
H 2.14524 6.99376 -1.33313 0.088
C -7.87527 -1.47047 2.45162 -0.112
O -7.63943 -1.83882 1.11342 -0.187
C -6.41934 -1.41786 0.52523 -0.221
C -5.96320 0.01247 0.78054 -0.220
N -5.25704 0.18720 2.03970 -0.061
C -5.04242 1.58351 2.36861 -0.199
C -4.69598 1.73211 3.83696 -0.222
O -5.61078 0.97106 4.61975 -0.204
C -5.29752 1.03014 5.98478 -0.120
H -8.75811 -2.01851 2.76820 0.089
H -8.01470 -0.39431 2.58347 0.089
H -7.03595 -1.79268 3.08508 0.089
H -6.55610 -1.58935 -0.54126 0.114
H -5.62380 -2.08957 0.89193 0.123
H -6.82021 0.69910 0.69496 0.123
H -5.24535 0.23981 -0.01738 0.105
H -5.67416 -0.33830 2.78864 0.066
H -5.95371 2.17105 2.18073 0.121
H -4.17502 1.90531 1.78804 0.106
H -4.70968 2.78605 4.13117 0.112
H -3.70802 1.29456 4.03535 0.122
H -6.14413 0.63341 6.54172 0.087
H -5.15441 2.07060 6.31368 0.087
H -4.37901 0.48399 6.22973 0.090
C 3.49998 0.69756 0.22013 -0.101
O 4.50029 0.52453 -0.75351 -0.191
C 5.77095 0.89797 -0.29271 -0.215
C 6.02634 2.41595 -0.41304 -0.212
N 7.13190 2.81923 0.44264 -0.051
C 6.69784 3.11616 1.81087 -0.211
C 7.78736 3.88847 2.52544 -0.234
O 8.05527 5.05930 1.78142 -0.206
C 9.35107 5.57632 2.02338 -0.103
H 2.54497 0.36869 -0.17674 0.061
H 3.43340 1.73840 0.55670 0.078
H 3.72857 0.07026 1.09341 0.099
H 6.50482 0.38590 -0.91194 0.124
H 5.91184 0.60680 0.75557 0.111
H 5.06929 2.93527 -0.25261 0.091
H 6.29436 2.60542 -1.45549 0.121
H 7.45776 3.71615 0.09357 0.101
H 6.47620 2.19692 2.35588 0.117
H 5.77828 3.72490 1.79051 0.121
H 8.67348 3.24053 2.56389 0.124
H 7.47605 4.17043 3.53640 0.126
H 10.09690 4.81349 1.77794 0.089
H 9.47179 5.88008 3.06947 0.088
H 9.49365 6.45266 1.39703 0.086
C -2.02194 3.96342 -0.76463 -0.049
C -3.37164 3.61942 -1.34360 -0.482
C -4.36232 4.75954 -1.23932 -0.057
O -3.23508 3.32956 -2.75049 -0.057
H -2.15472 4.30663 0.26782 0.081
H -1.53394 4.76428 -1.32128 0.087
H -1.38245 3.08663 -0.64367 0.056
H -3.79266 2.73354 -0.85503 0.122
H -5.28585 4.46862 -1.74121 0.080
H -3.96166 5.68835 -1.64017 0.083
H -4.63585 4.91819 -0.19094 0.079
H -2.31061 3.16109 -2.95299 0.067
C -3.69122 -1.41722 -2.26962 -0.035
C -2.80385 -2.57726 -2.74241 -0.438
C -1.69965 -2.04711 -3.62815 -0.052
O -2.11746 -3.16447 -1.61499 -0.081
H -3.05970 -0.54201 -2.12549 0.065
H -4.19230 -1.65327 -1.33003 0.059
H -4.44814 -1.21357 -3.02826 0.090
H -3.40443 -3.33850 -3.24424 0.138
H -2.17546 -1.72003 -4.55843 0.099
H -1.04019 -2.85565 -3.95839 0.068
H -1.05783 -1.29414 -3.17762 0.068
H -2.73898 -3.57836 -1.00924 0.100
C 0.45650 3.81663 2.71180 -0.044
C -0.82135 3.28657 3.34597 -0.490
C -1.83096 4.31770 3.70895 -0.053
O -1.45257 2.26954 2.54812 -0.075
H 0.27335 4.15525 1.68585 0.074
H 1.13070 2.96452 2.57663 0.077
H 0.90350 4.58889 3.33151 0.082
H -0.53792 2.71483 4.24243 0.135
H -1.48678 4.93506 4.54107 0.084
H -2.76631 3.85475 4.02344 0.056
H -2.09377 4.98532 2.88337 0.082
H -0.80644 1.88123 1.94129 0.029
O -0.02960 1.31327 0.40092 -0.115
C -1.03504 0.36447 -0.01455 -0.221
C -0.74408 -1.07488 0.29246 -0.242
O 0.25112 -1.66548 -0.51457 -0.057
H 0.64275 1.29941 -0.30163 0.045
H -1.85345 0.66615 0.65986 0.114
H -1.46584 0.58687 -0.99667 0.105
H -1.73465 -1.54175 0.21162 0.109
H -0.49185 -1.18832 1.35013 0.130
H -0.21785 -2.23542 -1.13824 0.043

x) 142
Properties=species:S:1:pos:R:3:lowdin_charge:R:1 method="wB97M-V/def2-TZVPD" total_charge=0 homo_lumo_gap_ev=9.2
C 2.63078 -0.95244 -10.18443 -0.128
O 3.65617 -1.39684 -9.35265 -0.188
C 4.87161 -1.42292 -10.05709 -0.212
C 6.08103 -1.76313 -9.04128 -0.181
N 5.71046 -2.88398 -8.17786 -0.062
C 6.62508 -3.03664 -7.05027 -0.194
C 6.11303 -4.00299 -5.93755 -0.243
O 5.00206 -3.37933 -5.39209 -0.213
C 4.40749 -4.03816 -4.26929 -0.081
H 2.67677 0.11240 -10.41267 0.087
H 1.65883 -1.17593 -9.74458 0.091
H 2.68439 -1.48313 -11.13501 0.084
H 5.11582 -0.50529 -10.59227 0.113
H 4.82702 -2.20470 -10.81533 0.112
H 6.24345 -0.83140 -8.49944 0.104
H 6.98470 -2.02256 -9.59280 0.112
H 4.84058 -2.62544 -7.73451 0.092
H 6.69278 -2.07692 -6.53797 0.112
H 7.63115 -3.37615 -7.29652 0.114
H 6.85808 -4.24343 -5.17914 0.112
H 5.82712 -5.03677 -6.13160 0.114
H 4.30939 -5.08613 -4.55254 0.084
H 3.44146 -3.62321 -3.98169 0.085
H 5.04459 -3.90265 -3.39530 0.084
C 6.69083 -3.26143 6.31778 -0.090
O 6.01873 -2.13188 6.91537 -0.188
C 4.87228 -1.76703 6.17750 -0.233
C 4.51226 -0.37876 6.75791 -0.230
N 5.51012 0.58213 6.36684 -0.060
C 5.47044 1.81930 7.17874 -0.187
C 6.77517 2.63577 6.86089 -0.241
O 7.82777 1.98866 7.51398 -0.198
C 9.16371 2.43872 7.33531 -0.095
H 6.96524 -3.09428 5.27622 0.085
H 6.02647 -4.12373 6.37397 0.080
H 7.58060 -3.65031 6.81294 0.082
H 4.01953 -2.43169 6.31588 0.119
H 4.99477 -1.59815 5.10765 0.120
H 4.50894 -0.52771 7.83768 0.118
H 3.57466 -0.00627 6.34528 0.120
H 6.35060 0.11181 6.67094 0.092
H 5.50590 1.77936 8.26742 0.116
H 4.64102 2.44897 6.85677 0.112
H 6.60358 3.65616 7.20361 0.113
H 6.87817 2.66126 5.77607 0.116
H 9.82554 1.98668 8.07406 0.087
H 9.24771 3.52528 7.35616 0.081
H 9.50820 2.16535 6.33797 0.081
C 1.97690 3.89839 -4.80302 -0.089
O 1.40411 2.64927 -4.33368 -0.170
C 2.37626 1.73339 -3.93023 -0.240
C 3.01105 2.11835 -2.56724 -0.197
N 2.04355 2.28236 -1.43835 -0.036
C 2.65715 2.91076 -0.27301 -0.212
C 2.82442 4.43025 -0.38645 -0.218
O 1.56969 5.04715 -0.66766 -0.198
C 1.67907 6.33833 -1.16221 -0.127
H 1.94749 4.72288 -4.09066 0.071
H 1.28383 4.25788 -5.56363 0.081
H 2.93378 3.90878 -5.32491 0.090
H 3.13652 1.61324 -4.70204 0.117
H 1.93283 0.75249 -3.75902 0.118
H 3.56799 3.02160 -2.81631 0.093
H 3.76627 1.38492 -2.28473 0.115
H 1.29261 2.88192 -1.74934 0.092
H 3.64351 2.49355 -0.07019 0.115
H 2.12750 2.70277 0.65667 0.109
H 3.55644 4.61618 -1.17236 0.107
H 3.21533 4.85606 0.53767 0.122
H 2.41616 6.35604 -1.96500 0.079
H 2.11882 6.91899 -0.35131 0.084
H 0.70422 6.76450 -1.39912 0.095
C -6.09422 3.03009 -1.95516 -0.108
O -7.28883 2.98086 -1.15825 -0.182
C -7.69496 1.62319 -0.97937 -0.245
C -8.96277 1.42635 -0.14879 -0.172
N -8.60927 1.77769 1.28791 -0.059
C -9.75393 1.70409 2.21555 -0.201
C -10.40559 0.26886 2.37213 -0.175
O -10.78784 0.04505 3.75112 -0.217
C -9.72044 0.08893 4.70080 -0.104
H -6.18968 2.71802 -2.99517 0.081
H -5.31126 2.42520 -1.49781 0.083
H -5.73401 4.05147 -2.07811 0.085
H -6.88473 1.19867 -0.38657 0.107
H -7.72098 1.02644 -1.89114 0.118
H -9.37955 0.42508 -0.25764 0.113
H -9.72015 2.11092 -0.53067 0.113
H -8.31613 2.74419 1.28046 0.097
H -10.59214 2.31780 1.88559 0.104
H -9.40979 2.15191 3.14781 0.096
H -9.79664 -0.58771 2.08305 0.112
H -11.32952 0.27495 1.79384 0.113
H -9.34158 1.10866 4.76951 0.069
H -8.99347 -0.70431 4.52644 0.090
H -10.16345 -0.08068 5.68216 0.085
C -4.10035 -2.89429 -5.07518 -0.053
C -2.85533 -3.68535 -5.34952 -0.538
C -2.08307 -4.17756 -4.10789 -0.048
O -3.23470 -4.78960 -6.07730 -0.053
H -4.86244 -2.86465 -5.85393 0.083
H -3.77502 -1.87504 -4.86691 0.081
H -4.61833 -3.29154 -4.20226 0.078
H -2.18450 -3.13547 -6.00961 0.130
H -2.82437 -4.61970 -3.44225 0.075
H -1.71164 -3.34224 -3.51427 0.074
H -1.29569 -4.90044 -4.32138 0.075
H -2.51756 -5.27218 -6.49495 0.095
C -3.96330 6.16763 3.40705 -0.071
C -5.00693 6.30669 4.52606 -0.500
C -4.64863 7.43332 5.51656 -0.054
O -6.13735 6.68682 3.76836 -0.050
H -4.36941 5.44407 2.70020 0.077
H -2.92817 6.00193 3.70563 0.079
H -3.92219 7.11417 2.86811 0.075
H -5.00064 5.32787 5.00561 0.131
H -3.81774 7.15706 6.16571 0.077
H -5.54058 7.61887 6.11498 0.071
H -4.37366 8.33128 4.96325 0.079
H -6.84799 6.70898 4.41342 0.086
C 0.80516 -8.44046 3.49329 -0.064
C -0.14565 -7.85884 2.48899 -0.513
C -0.81843 -8.84851 1.49217 -0.045
O -1.13068 -7.05738 3.13247 -0.049
H 0.15380 -8.96364 4.19337 0.084
H 1.38800 -7.63716 3.94396 0.078
H 1.54124 -9.17573 3.16824 0.078
H 0.41371 -7.18119 1.84400 0.123
H -1.69826 -8.35999 1.07341 0.075
H -1.17154 -9.73315 2.02210 0.071
H -0.08049 -9.17784 0.76067 0.074
H -0.91479 -6.15097 2.90137 0.088
O -1.11455 -1.04191 2.26504 -0.083
C -2.15886 -0.08359 2.51360 -0.237
C -3.44278 -0.74315 3.01246 -0.254
O -4.32638 0.26646 3.43428 -0.060
H -0.48176 -0.60853 1.68768 0.075
H -1.74175 0.57890 3.27203 0.115
H -2.30058 0.54387 1.63365 0.116
H -3.19825 -1.43760 3.81623 0.120
H -3.92590 -1.36251 2.25676 0.120
H -5.02210 0.36652 2.78040 0.083

So which one is most stable? That would be w), about 358.0 kJ/mol below the next structure.

w) 11
Properties=species:S:1:pos:R:3:lowdin_charge:R:1 method="wB97M-V/def2-TZVPD" total_charge=-1 homo_lumo_gap_ev=7.1
C 0.76165 0.41979 -1.96197 -0.525
S 0.34694 -1.27205 -1.38424 0.403
H 0.09094 1.02788 -1.38291 0.002
H 0.52789 0.34091 -2.99018 -0.026
H 1.77015 0.57893 -1.96885 -0.033
H 0.41749 -1.26030 0.19114 -0.078
C -0.82772 0.06610 1.90898 -0.325
O 0.19180 -0.98579 1.73253 -0.502
H -1.71812 0.01941 1.24195 0.039
H -0.33568 1.00274 1.69628 0.023
H -1.22534 0.06239 2.91727 0.023

x) 11
Properties=species:S:1:pos:R:3:lowdin_charge:R:1 method="wB97M-V/def2-TZVPD" total_charge=-1 homo_lumo_gap_ev=6.9
O -3.35146 1.13514 0.56151 -0.227
H -2.41400 1.52360 0.63119 0.030
C 1.80268 -0.36032 -0.54890 -0.280
C 0.57543 -0.32675 0.30077 -0.829
S -0.95998 -0.84940 -0.62049 0.112
H 2.02636 -1.37735 -0.80198 0.038
H 2.56430 0.18649 0.05596 0.058
H 1.78997 0.16265 -1.52126 0.052
H 0.70587 -1.05278 1.16234 0.039
H 0.50037 0.62319 0.85410 0.027
H -3.23954 0.33554 -0.07324 -0.020

y) 11
Properties=species:S:1:pos:R:3:lowdin_charge:R:1 method="wB97M-V/def2-TZVPD" total_charge=-1 homo_lumo_gap_ev=4.3
O -1.35440 2.46384 0.02217 -0.175
H -0.64715 2.49432 -0.59064 -0.029
C 0.43629 -1.43457 -1.19693 -0.702
S -0.21864 -0.45245 -0.02683 0.520
C 1.30248 -0.44169 1.17065 -0.381
H -0.16993 -1.87565 -2.03432 -0.082
H 1.41674 -1.78640 -1.11772 -0.137
H -1.35450 1.45355 0.21327 -0.050
H 1.64328 -1.50422 1.15525 0.003
H 2.06698 0.18431 0.60280 0.028
H 0.94530 -0.17986 2.18101 0.004

z) 11
Properties=species:S:1:pos:R:3:lowdin_charge:R:1 method="wB97M-V/def2-TZVPD" total_charge=-1 homo_lumo_gap_ev=6.8
O 1.49815 2.57999 -0.09822 -0.173
H 2.14238 2.60076 -0.82939 0.010
C -0.34850 -1.94372 1.22207 -0.265
C -0.96326 -0.62552 0.76894 -0.728
S -0.27122 -0.17946 -0.95145 0.096
H -0.68157 -2.30030 2.21305 0.044
H -0.56153 -2.72180 0.49516 0.037
H 0.72858 -1.85431 1.34356 0.044
H -0.62333 0.21967 1.37387 0.017
H -2.04274 -0.55329 0.70057 0.013
H 1.09994 1.68530 -0.30085 -0.095

So which one is most stable? That would be z), about 32.2 kJ/mol below the next structure.

w) 26
Properties=species:S:1:pos:R:3:lowdin_charge:R:1 method="wB97M-V/def2-TZVPD" total_charge=0 homo_lumo_gap_ev=9.0
C -1.27252 -0.24709 0.97666 -0.456
C -0.59135 -0.09208 -1.47351 -0.376
C -1.49242 0.32545 -0.36601 -0.217
C 1.32422 -0.07283 0.08361 -0.392
C -2.49367 -0.48705 1.86312 -0.037
C -1.55717 1.91148 -0.29451 -0.007
C 2.51038 -1.02891 0.36396 -0.015
C 1.68738 -0.53662 -2.15858 -0.066
N -0.19015 -0.61976 1.45624 0.196
N 0.75708 -0.21187 -1.19250 -0.049
O -0.90897 -0.29434 -2.65110 0.058
O 1.56243 1.21472 0.48176 0.019
H -2.52226 0.16042 -0.84922 0.171
H -2.49962 -1.54829 2.23756 0.097
H -3.38489 -0.31163 1.35508 0.037
H -2.38549 0.27344 2.68039 0.095
H -2.49931 2.19849 0.14528 0.076
H -1.62461 2.23665 -1.32765 0.085
H -0.71517 2.37340 0.15203 0.058
H 2.42700 -2.01675 -0.07811 0.078
H 2.76640 -1.05358 1.40928 0.072
H 3.35355 -0.44955 -0.20568 0.117
H 2.52330 0.08725 -1.99713 0.086
H 2.04215 -1.60729 -2.25774 0.128
H 1.19857 -0.27978 -3.05117 0.080
H 1.61807 1.19435 1.50356 0.162

x) 26
Properties=species:S:1:pos:R:3:lowdin_charge:R:1 method="wB97M-V/def2-TZVPD" total_charge=0 homo_lumo_gap_ev=10.2
C 1.21978 -2.62974 -2.36308 -0.021
O 0.81379 -1.56655 -1.44546 -0.058
C 0.52860 -1.91375 -0.15025 -0.393
O 0.58859 -3.05518 0.29940 0.099
C 0.21635 -0.74083 0.80896 -0.384
C -0.23144 -1.20902 2.24797 -0.005
C -0.83996 0.20170 0.20217 -0.075
C -0.20951 1.61748 0.16032 -0.570
C -0.07457 2.11615 -1.26730 -0.040
C -0.98258 2.64207 1.01264 -0.043
N 1.12949 1.39406 0.73584 0.104
N 1.41193 0.14874 0.92138 0.116
H 1.42559 -2.23299 -3.35228 0.086
H 2.14725 -3.09301 -1.98276 0.103
H 0.42252 -3.35585 -2.45949 0.088
H -1.03212 -1.93378 2.17666 0.084
H 0.58295 -1.70992 2.73940 0.073
H -0.52626 -0.31952 2.83518 0.089
H -1.72930 0.24416 0.86323 0.122
H -1.17911 -0.09838 -0.77872 0.112
H -1.08101 2.38585 -1.61954 0.093
H 0.52062 3.02881 -1.34423 0.084
H 0.34620 1.36436 -1.92918 0.079
H -1.04788 2.38681 2.09656 0.088
H -1.99442 2.72121 0.64840 0.075
H -0.42551 3.60712 0.94416 0.093

So which one is most stable? That would be x), about 141.6 kJ/mol below the next structure.